{"formula": "C31H73BCl2GaO11", "method": "ωB97M-V/def2-TZVPD", "elements": ["Ga", "Cl", "Cl", "O", "O", "O", "O", "O", "O", "O", "O", "O", "O", "O", "C", "C", "C", "C", "C", "C", "C", "C", "C", "C", "C", "C", "C", "C", "C", "C", "C", "C", "C", "C", "C", "C", "C", "C", "C", "C", "C", "C", "C", "C", "C", "B", "H", "H", "H", "H", "H", "H", "H", "H", "H", "H", "H", "H", "H", "H", "H", "H", "H", "H", "H", "H", "H", "H", "H", "H", "H", "H", "H", "H", "H", "H", "H", "H", "H", "H", "H", "H", "H", "H", "H", "H", "H", "H", "H", "H", "H", "H", "H", "H", "H", "H", "H", "H", "H", "H", "H", "H", "H", "H", "H", "H", "H", "H", "H", "H", "H", "H", "H", "H", "H", "H", "H", "H", "H"], "coordinates": [[0.40809, -0.59470, -3.96067], [-3.80583, 0.78285, -5.35580], [-1.06565, 2.14886, -4.64869], [-0.12889, -5.87305, 0.11289], [-0.53292, -3.48852, -4.13721], [2.87105, 2.22954, -1.87921], [-0.88810, 7.94076, 3.11330], [-1.63255, 3.53147, 1.93565], [-1.35885, -3.57176, 4.00057], [1.67199, 9.32377, 3.52151], [6.09776, -0.92255, -2.41903], [-2.51412, -1.48427, 5.72594], [-1.54256, -8.32143, 0.86544], [-4.16331, 2.12253, 1.50250], [-0.85470, -2.74246, -1.73907], [1.07972, 10.01540, 4.60439], [-2.89317, 1.64737, 1.07421], [-2.66942, -3.85177, 3.53691], [-1.20951, -7.96524, -0.46996], [0.37381, 7.44087, 2.68643], [-2.56590, -7.50513, 1.40547], [-1.16870, -1.50653, 5.27142], [-1.78435, 2.11894, 1.98996], [1.49259, 7.91508, 3.58716], [-2.80047, -2.48675, 6.68230], [0.04635, -7.12380, -0.52863], [-0.73502, -1.60292, -0.72596], [5.00504, -0.62854, -1.55214], [-2.35496, -0.29204, -5.02162], [-2.40073, -1.41087, -6.04565], [1.84096, 3.22758, 0.05605], [-1.32164, 9.05828, 2.35830], [2.17198, 1.64660, -2.99615], [-2.23428, 4.19963, 3.02784], [-0.98941, 0.38767, -5.14164], [5.11514, -2.94326, -3.48257], [6.25402, -2.29641, -2.67758], [0.41235, -5.83197, 1.42088], [2.86175, -2.13867, -4.29096], [-4.60918, 3.25256, 0.77366], [2.30970, 3.43185, -1.38764], [-1.03289, -2.19001, 3.92856], [2.04084, -1.13559, -5.11107], [4.37865, -2.00743, -4.45298], [1.10013, 0.70139, -2.53782], [-0.39066, -2.40368, -3.21582], [4.63177, -0.96535, -4.30307], [0.28509, -6.92371, -1.57817], [-2.13567, 9.53183, 2.90617], [-0.74015, 0.40235, -6.19317], [2.42815, 7.45457, 3.25609], [1.04390, 11.07205, 4.34194], [-0.52102, 9.78746, 2.21616], [-2.98374, -2.25030, -5.68530], [-3.40151, -3.14886, 3.93982], [2.64401, -0.27827, -5.39494], [-2.39246, -6.44696, 1.19756], [-1.61346, 4.09088, 3.92552], [-2.93302, 0.55399, 1.09892], [1.73904, 2.41296, -3.63679], [-1.04603, -0.65192, -1.14355], [-0.83936, 1.67735, 1.65736], [-1.03986, -8.89321, -1.02540], [0.30168, -1.51369, -0.42087], [2.92516, 1.12418, -3.57571], [0.06314, 9.66691, 4.80035], [4.15785, -0.28588, -2.13189], [0.28507, 1.25575, -2.07396], [-3.23921, 3.82444, 3.23553], [-2.93481, -4.85765, 3.86146], [2.66399, -1.95023, -3.23037], [-4.96830, 2.95214, -0.21631], [-1.65031, -1.68736, 3.17834], [1.30808, 7.60010, 4.61879], [-1.96646, 1.79124, 3.01899], [-0.52261, -1.99093, 6.01034], [-2.53097, -0.65914, -4.02168], [0.14686, -6.71922, 2.00054], [4.60736, -2.26687, -5.48470], [-0.23915, -3.57847, -1.39615], [1.68380, 9.89805, 5.51135], [4.40565, -3.40926, -2.80512], [2.08495, 4.08868, 0.67295], [1.46123, 3.75603, -1.98580], [0.00710, -4.95350, 1.92229], [-2.69389, -3.81774, 2.44208], [5.31159, 0.18741, -0.91242], [1.50359, -5.73848, 1.37675], [5.54640, -3.74945, -4.06865], [-1.87458, -3.13000, -1.78815], [0.88984, -7.66566, -0.08856], [2.54794, -3.16388, -4.48395], [-3.88361, -2.55543, 6.77450], [-1.29489, -1.83674, 0.17617], [-2.85679, -1.07263, -6.96476], [-0.84396, -0.46636, 5.16987], [-2.41083, -3.46074, 6.37741], [-2.57731, -7.65267, 2.48499], [0.56891, 7.72219, 1.64789], [-2.38005, -2.21770, 7.65817], [-1.69662, 8.73670, 1.38072], [-3.54082, -7.79926, 1.00018], [0.32369, 6.34867, 2.73269], [0.00988, -2.11977, 3.60415], [2.33973, 2.35165, 0.44563], [0.77137, 3.06813, 0.07457], [-2.29992, 5.25802, 2.77537], [3.07056, 4.21102, -1.45028], [0.31976, -3.96349, -4.11735], [4.71690, -1.48727, -0.95035], [-5.43617, 3.69713, 1.32708], [1.66352, -1.60917, -6.01429], [-2.69300, 1.94995, 0.04247], [7.21398, -2.45943, -3.15065], [-1.38546, -1.74518, -6.23768], [6.31285, -2.81618, -1.71333], [-2.04148, -7.43579, -0.94306], [1.55894, 0.11965, -1.73725], [-3.82002, 3.99874, 0.65910]], "forces_ev_per_angstrom": [[0.565, 0.354, -0.263], [-0.098, 0.007, 0.090], [0.119, -0.209, -0.035], [-0.053, -0.155, 0.110], [0.735, -0.203, 0.459], [0.073, 0.500, -0.469], [0.122, 0.141, -0.069], [-0.137, -0.028, 0.100], [-0.157, 0.088, 0.095], [-0.136, -0.013, 0.052], [0.181, -0.030, 0.137], [0.029, -0.132, -0.003], [-0.034, 0.148, -0.039], [0.076, 0.156, -0.014], [0.255, 0.379, -0.187], [0.060, 0.002, -0.032], [-0.146, -0.221, 0.172], [0.069, -0.070, -0.118], [0.095, -0.229, 0.079], [-0.187, -0.201, 0.195], [-0.037, -0.061, 0.051], [-0.143, 0.195, -0.034], [0.216, 0.095, -0.249], [0.200, 0.085, -0.174], [-0.014, 0.066, -0.009], [-0.020, 0.238, -0.156], [0.065, -0.569, 0.006], [0.353, 0.154, -0.474], [0.407, 0.410, -0.485], [0.028, -0.327, 0.308], [0.139, 0.330, -0.388], [-0.100, -0.071, 0.014], [-0.266, -0.204, 0.218], [0.112, 0.080, -0.027], [-0.779, 0.322, 0.413], [0.345, 0.368, -0.412], [-0.478, -0.358, 0.486], [0.037, 0.152, -0.006], [0.135, 0.874, 0.159], [-0.065, -0.073, -0.010], [0.076, -0.395, 0.370], [0.229, -0.177, -0.009], [-0.670, -0.412, 0.364], [-0.617, -0.621, -0.051], [0.015, -0.327, -0.083], [-0.425, -0.299, -0.015], [0.243, 0.173, 0.068], [-0.002, -0.013, 0.003], [-0.018, -0.045, 0.008], [0.189, 0.222, -0.288], [-0.014, -0.025, 0.014], [0.050, -0.005, -0.015], [0.016, -0.006, -0.003], [-0.066, -0.226, 0.065], [0.009, 0.027, -0.010], [0.137, 0.171, -0.103], [0.007, -0.002, -0.013], [-0.078, 0.007, 0.058], [0.046, 0.003, -0.030], [0.100, 0.299, -0.091], [-0.139, 0.205, 0.035], [-0.020, -0.022, -0.014], [-0.007, 0.013, -0.006], [0.252, 0.256, 0.014], [0.272, -0.097, -0.087], [-0.002, -0.015, 0.008], [-0.380, -0.019, -0.077], [-0.205, 0.137, 0.043], [0.008, -0.039, -0.007], [0.086, -0.019, 0.002], [-0.012, -0.196, 0.276], [0.036, 0.054, -0.030], [-0.033, 0.018, 0.016], [-0.045, -0.001, 0.010], [-0.076, 0.004, 0.004], [0.007, -0.041, -0.005], [-0.130, 0.051, 0.300], [0.002, -0.019, -0.016], [0.271, 0.116, -0.173], [-0.030, -0.308, 0.010], [-0.052, -0.005, 0.036], [-0.224, 0.052, 0.163], [-0.065, 0.110, 0.182], [-0.076, -0.016, -0.301], [0.002, 0.018, -0.033], [-0.094, 0.031, 0.002], [0.046, 0.180, 0.233], [0.006, -0.053, 0.056], [0.125, -0.331, 0.048], [-0.200, -0.110, -0.058], [-0.019, -0.044, 0.027], [-0.042, -0.221, -0.075], [-0.001, 0.053, 0.002], [-0.249, 0.164, 0.211], [0.055, 0.214, -0.275], [0.025, -0.016, -0.008], [0.017, -0.003, 0.001], [0.022, -0.060, -0.008], [0.025, 0.042, 0.001], [0.017, -0.060, 0.011], [0.032, 0.051, -0.029], [-0.022, 0.070, -0.002], [0.020, 0.003, -0.035], [-0.014, 0.037, -0.017], [0.136, -0.188, 0.220], [-0.272, -0.111, 0.192], [0.067, 0.004, 0.004], [0.127, 0.115, 0.057], [-0.545, 0.135, -0.294], [-0.003, -0.184, 0.123], [-0.015, -0.049, 0.011], [0.083, -0.003, -0.349], [0.037, 0.038, 0.004], [0.217, 0.364, -0.328], [0.089, -0.257, -0.051], [0.094, -0.129, 0.106], [0.014, 0.047, -0.010], [-0.025, -0.296, 0.163], [0.015, -0.008, -0.012]], "total_charge": -1, "gap_ev": 6.660}